Computed, not measured: a cluster of 2 separate species, C40H45N4O3 in total at a distorted geometry, with the ωB97M-V functional and the def2-TZVPD basis.

Summary:
net charge	+1
electronic energy	-54303.2493	eV
molecular weight	629.83	u
E_HOMO	-10.448	eV
energy relative to the best compared isomer or geometry (same formula, charge and spin)	120.0	kJ/mol

Each line ends with the Löwdin charge.
Atoms and positions in Å:
C1 5.54 2.08 -2.03  0.00
N1 4.23 1.99 -1.42  -0.03
C2 3.68 3.06 -0.77  -0.37
O1 4.24 4.13 -0.52  0.10
C3 2.27 2.65 -0.34  -0.16
C4 1.17 3.49 -1.00  -0.08
C5 1.16 4.88 -0.44  -0.24
C6 1.33 5.99 -1.27  -0.03
C7 1.42 7.26 -0.70  -0.06
C8 1.32 7.42 0.69  -0.07
C9 1.11 6.31 1.51  -0.07
C10 0.99 5.04 0.94  -0.05
N2 2.18 1.26 -0.78  0.05
C11 1.08 0.53 -0.45  0.02
C12 0.65 -0.59 -1.15  -0.08
C13 -0.10 -1.69 -0.69  0.02
C14 0.09 -2.95 -1.42  -0.17
C15 1.09 -3.06 -2.41  0.07
C16 1.07 -4.10 -3.36  -0.14
N3 2.10 -4.17 -4.33  -0.31
O2 2.00 -5.04 -5.23  0.08
O3 3.08 -3.39 -4.24  0.06
C17 0.07 -5.09 -3.32  0.04
C18 -0.75 -5.13 -2.19  -0.03
C19 -0.71 -4.12 -1.21  0.00
C20 3.29 0.90 -1.68  -0.46
C21 2.89 0.91 -3.15  0.02
C22 3.91 -0.46 -1.34  0.02
H1 6.09 2.92 -1.60  0.11
H2 6.08 1.14 -1.83  0.09
H3 5.47 2.21 -3.12  0.10
H4 2.19 2.71 0.77  0.17
H5 1.38 3.49 -2.08  0.12
H6 0.20 3.00 -0.84  0.12
H7 1.43 5.83 -2.35  0.12
H8 1.59 8.12 -1.35  0.11
H9 1.39 8.42 1.13  0.11
H10 1.05 6.41 2.60  0.11
H11 0.81 4.15 1.56  0.11
H12 0.51 0.89 0.42  0.15
H13 0.91 -0.62 -2.21  0.10
H14 -0.49 -1.73 0.33  0.13
H15 1.91 -2.33 -2.45  0.09
H16 0.02 -5.80 -4.15  0.13
H17 -1.41 -5.99 -2.07  0.12
H18 -1.28 -4.21 -0.27  0.12
H19 2.39 1.85 -3.42  0.10
H20 3.80 0.79 -3.75  0.10
H21 2.23 0.07 -3.37  0.07
H22 4.20 -0.48 -0.28  0.11
H23 3.17 -1.24 -1.53  0.06
H24 4.78 -0.62 -1.98  0.10
C23 -0.95 -4.08 5.78  -0.07
C24 -0.37 -2.83 5.94  -0.03
C25 -0.60 -1.80 5.00  -0.16
C26 0.08 -0.56 5.10  -0.03
C27 -0.16 0.46 4.19  -0.07
C28 -1.18 0.31 3.22  -0.05
C29 -1.90 -0.88 3.10  -0.15
C30 -3.16 -0.94 2.26  -0.11
C31 -3.19 -1.57 0.85  -0.24
C32 -4.64 -1.43 0.36  -0.10
C33 -4.72 -0.31 -0.70  -0.26
C34 -3.89 0.92 -0.23  -0.12
C35 -2.42 0.57 -0.07  -0.16
N4 -2.25 -0.92 -0.18  -0.13
C36 -2.65 -1.34 -1.56  -0.17
C37 -4.06 -0.92 -1.94  -0.13
C38 -1.55 -2.00 3.93  -0.11
C39 -2.12 -3.29 3.80  -0.03
C40 -1.81 -4.31 4.69  -0.07
H25 -0.74 -4.87 6.49  0.11
H26 0.30 -2.62 6.78  0.12
H27 0.80 -0.42 5.91  0.12
H28 0.40 1.39 4.23  0.10
H29 -1.42 1.17 2.59  0.10
H30 -3.89 -1.53 2.84  0.13
H31 -3.61 0.07 2.22  0.12
H32 -2.87 -2.62 0.88  0.13
H33 -4.96 -2.40 -0.05  0.12
H34 -5.33 -1.20 1.19  0.13
H35 -5.76 -0.01 -0.88  0.15
H36 -3.97 1.72 -0.97  0.12
H37 -4.31 1.30 0.71  0.12
H38 -1.77 1.05 -0.81  0.11
H39 -2.06 0.89 0.92  0.08
H40 -1.94 -0.88 -2.25  0.12
H41 -2.52 -2.43 -1.60  0.11
H42 -4.60 -1.80 -2.29  0.12
H43 -4.01 -0.23 -2.78  0.12
H44 -2.82 -3.47 2.98  0.10
H45 -2.25 -5.30 4.54  0.11



Computed, not measured: a cluster of 2 separate species, C40H45N4O3 in total at a distorted geometry, with the ωB97M-V functional and the def2-TZVPD basis.

Summary:
net charge	+1
electronic energy	-54303.0384	eV
molecular weight	629.83	u
E_HOMO	-10.199	eV
energy relative to the best compared isomer or geometry (same formula, charge and spin)	140.4	kJ/mol

Each line ends with the Löwdin charge.
Atoms and positions in Å:
C1 -1.42 6.10 -1.25  0.00
N1 -1.49 4.68 -1.01  -0.03
C2 -2.69 4.03 -1.13  -0.37
O1 -3.78 4.55 -1.35  0.11
C3 -2.39 2.54 -0.95  -0.15
C4 -2.98 1.75 -2.13  -0.08
C5 -4.49 1.60 -2.08  -0.23
C6 -5.28 1.98 -3.17  -0.03
C7 -6.67 1.95 -3.07  -0.06
C8 -7.28 1.50 -1.89  -0.07
C9 -6.49 1.03 -0.83  -0.07
C10 -5.09 1.08 -0.93  -0.05
N2 -0.93 2.51 -0.82  0.06
C11 -0.25 1.40 -0.42  0.05
C12 1.12 1.23 -0.61  -0.05
C13 1.98 0.26 -0.09  0.05
C14 3.43 0.40 -0.32  -0.16
C15 3.94 1.67 -0.65  0.06
C16 5.19 1.82 -1.28  -0.14
N3 5.65 3.11 -1.64  -0.31
O2 6.78 3.21 -2.18  0.08
O3 4.93 4.11 -1.41  0.06
C17 6.01 0.71 -1.54  0.04
C18 5.58 -0.54 -1.10  -0.02
C19 4.41 -0.65 -0.34  0.00
C20 -0.32 3.82 -1.10  -0.46
C21 0.29 3.88 -2.51  0.02
C22 0.75 4.29 -0.11  0.02
H1 -2.42 6.52 -1.13  0.10
H2 -0.74 6.56 -0.52  0.10
H3 -1.04 6.32 -2.26  0.10
H4 -2.86 2.21 -0.01  0.16
H5 -2.69 2.27 -3.06  0.13
H6 -2.50 0.76 -2.16  0.12
H7 -4.79 2.35 -4.07  0.12
H8 -7.28 2.29 -3.91  0.11
H9 -8.37 1.47 -1.81  0.11
H10 -6.94 0.63 0.07  0.11
H11 -4.46 0.75 -0.10  0.11
H12 -0.86 0.61 0.04  0.16
H13 1.57 1.96 -1.27  0.08
H14 1.61 -0.52 0.59  0.11
H15 3.38 2.57 -0.40  0.11
H16 6.97 0.90 -2.04  0.13
H17 6.19 -1.42 -1.37  0.13
H18 4.24 -1.56 0.25  0.12
H19 -0.49 3.66 -3.26  0.10
H20 0.68 4.90 -2.68  0.10
H21 1.11 3.17 -2.62  0.08
H22 0.35 4.35 0.91  0.11
H23 1.62 3.62 -0.11  0.06
H24 1.11 5.28 -0.40  0.10
C23 1.45 -2.69 6.63  -0.07
C24 0.25 -2.02 6.41  -0.03
C25 -0.41 -2.10 5.16  -0.16
C26 -1.73 -1.62 5.00  -0.03
C27 -2.42 -1.82 3.82  -0.07
C28 -1.77 -2.42 2.72  -0.05
C29 -0.47 -2.88 2.81  -0.15
C30 0.08 -3.72 1.67  -0.11
C31 1.27 -3.30 0.80  -0.25
C32 1.67 -4.54 0.01  -0.11
C33 0.93 -4.54 -1.34  -0.25
C34 -0.45 -3.85 -1.29  -0.14
C35 -0.29 -2.40 -0.87  -0.16
N4 1.07 -2.20 -0.25  -0.13
C36 2.11 -2.42 -1.35  -0.18
C37 1.79 -3.62 -2.22  -0.14
C38 0.23 -2.78 4.06  -0.11
C39 1.46 -3.43 4.32  -0.03
C40 2.05 -3.41 5.58  -0.07
H25 1.92 -2.66 7.62  0.11
H26 -0.23 -1.45 7.21  0.12
H27 -2.21 -1.13 5.85  0.12
H28 -3.47 -1.53 3.72  0.10
H29 -2.32 -2.57 1.79  0.10
H30 0.39 -4.67 2.14  0.13
H31 -0.78 -3.99 1.04  0.10
H32 2.09 -2.94 1.45  0.14
H33 2.76 -4.51 -0.16  0.12
H34 1.44 -5.45 0.57  0.12
H35 0.85 -5.55 -1.75  0.14
H36 -0.90 -3.88 -2.29  0.12
H37 -1.15 -4.38 -0.65  0.10
H38 -0.35 -1.72 -1.73  0.12
H39 -1.01 -2.07 -0.12  0.10
H40 2.20 -1.50 -1.92  0.12
H41 3.07 -2.58 -0.86  0.08
H42 2.72 -4.11 -2.51  0.12
H43 1.27 -3.31 -3.13  0.12
H44 1.96 -3.98 3.51  0.10
H45 2.98 -3.96 5.76  0.11



Computed, not measured: a structure of composition C40H45N4O4RbSSb2, with the ωB97M-V functional and the def2-TZVPD basis.

Summary:
net charge	-2
electronic energy	-80928.0597	eV
molecular weight	1006.88	u
E_HOMO	-2.286	eV
energy relative to the best compared isomer or geometry (same formula, charge and spin)	55.1	kJ/mol

Each line ends with the Löwdin charge.
Atoms and positions in Å:
Rb1 0.80 0.65 -0.03  0.73
O1 -0.08 2.41 1.87  -0.31
C1 -0.85 3.41 1.79  -0.42
C2 -0.67 4.55 2.64  -0.04
C3 -1.43 5.68 2.54  -0.13
C4 -2.45 5.79 1.59  -0.15
C5 -2.67 4.70 0.76  -0.09
C6 -1.94 3.52 0.85  -0.14
C7 -2.37 2.43 -0.04  -0.14
N1 -2.06 1.20 0.02  -0.02
C8 -2.71 0.31 -0.92  -0.24
C9 -1.88 -0.94 -1.20  -0.25
N2 -1.91 -1.83 -0.04  0.06
C10 -1.37 -2.97 -0.13  -0.14
C11 -0.66 -3.55 -1.30  -0.17
C12 -1.21 -4.65 -1.95  -0.09
C13 -0.61 -5.22 -3.07  -0.16
C14 0.59 -4.67 -3.52  -0.14
C15 1.18 -3.60 -2.87  -0.03
C16 0.61 -3.01 -1.71  -0.43
O2 1.19 -2.08 -1.06  -0.26
H1 0.13 4.48 3.37  0.10
H2 -1.23 6.52 3.21  0.09
H3 -3.04 6.69 1.49  0.07
H4 -3.46 4.75 0.02  0.09
H5 -3.10 2.77 -0.80  0.11
H6 -2.95 0.82 -1.87  0.11
H7 -3.65 -0.04 -0.48  0.11
H8 -0.85 -0.68 -1.45  0.05
H9 -2.28 -1.45 -2.08  0.12
H10 -1.46 -3.61 0.75  0.11
H11 -2.15 -5.05 -1.58  0.10
H12 -1.06 -6.06 -3.57  0.07
H13 1.08 -5.08 -4.40  0.08
H14 2.11 -3.18 -3.24  0.09
C17 4.12 -3.35 0.61  -0.32
Sb1 2.95 -1.75 1.47  1.35
C18 4.50 -1.18 2.86  -0.32
C19 1.84 -3.09 2.82  -0.31
C20 2.28 -3.00 4.25  -0.29
C21 3.43 -3.69 4.64  -0.09
C22 3.97 -3.59 5.91  -0.12
C23 3.35 -2.76 6.83  -0.12
C24 2.19 -2.09 6.48  -0.07
C25 1.62 -2.21 5.21  -0.28
C26 0.32 -1.51 4.93  -0.34
Sb2 0.33 0.18 3.50  1.36
C27 1.48 1.47 4.78  -0.31
C28 -1.60 0.79 4.19  -0.31
H15 4.52 -4.00 1.39  -0.01
H16 4.94 -2.92 0.04  -0.01
H17 3.48 -3.92 -0.06  0.00
H18 5.00 -2.02 3.34  -0.01
H19 4.09 -0.53 3.64  -0.01
H20 5.23 -0.60 2.29  0.00
H21 2.01 -4.09 2.43  0.06
H22 0.78 -2.85 2.69  0.02
H23 3.92 -4.32 3.90  0.10
H24 4.87 -4.13 6.17  0.09
H25 3.76 -2.64 7.83  0.09
H26 1.69 -1.47 7.21  0.10
H27 -0.11 -1.15 5.87  0.05
H28 -0.40 -2.21 4.49  0.06
H29 0.89 1.79 5.65  0.00
H30 1.78 2.34 4.20  -0.01
H31 2.37 0.94 5.13  -0.01
H32 -1.65 0.76 5.28  0.00
H33 -2.36 0.13 3.76  0.00
H34 -1.78 1.81 3.83  -0.01
C29 6.97 -2.56 -3.37  -0.06
C30 6.10 -1.40 -2.95  -0.28
C31 4.79 -1.60 -2.54  -0.04
C32 3.99 -0.54 -2.13  -0.04
C33 4.51 0.74 -2.12  -0.26
C34 5.82 0.97 -2.54  -0.06
C35 6.60 -0.10 -2.95  -0.06
S1 3.51 2.09 -1.53  0.52
O3 4.20 3.30 -1.93  -0.34
O4 3.37 1.88 -0.10  -0.42
N3 2.08 1.88 -2.14  -0.23
C36 1.83 1.92 -3.48  -0.40
C37 2.75 2.30 -4.48  -0.03
C38 2.37 2.25 -5.80  -0.11
C39 1.09 1.83 -6.14  -0.12
C40 0.24 1.49 -5.10  -0.18
N4 0.58 1.53 -3.81  0.11
H35 6.37 -3.45 -3.54  0.07
H36 7.70 -2.80 -2.59  0.08
H37 7.52 -2.33 -4.28  0.07
H38 4.38 -2.60 -2.53  0.10
H39 2.97 -0.74 -1.81  0.08
H40 6.20 1.98 -2.54  0.11
H41 7.62 0.09 -3.28  0.10
H42 3.73 2.65 -4.20  0.09
H43 3.08 2.53 -6.57  0.09
H44 0.75 1.77 -7.17  0.08
H45 -0.77 1.17 -5.31  0.09



Computed, not measured: a structure of composition C40H45NO3PbTe at a distorted geometry, with the ωB97M-V functional and the def2-TZVPD basis.

Summary:
net charge	+2
electronic energy	-62367.9978	eV
molecular weight	922.60	u
E_HOMO (spin up / spin down)	-13.097 / -13.090	eV
energy relative to the best compared isomer or geometry (same formula, charge and spin)	322.0	kJ/mol

Each line ends with the Löwdin charge.
Atoms and positions in Å:
Pb1 1.06 0.02 -0.21  1.67
C1 4.03 -1.30 1.88  -0.02
C2 3.03 -1.85 0.88  -0.27
C3 1.81 -2.40 1.30  -0.25
C4 1.49 -2.48 2.78  -0.02
C5 0.91 -2.95 0.36  -0.21
C6 -0.40 -3.53 0.86  -0.02
C7 1.28 -3.02 -0.99  -0.20
C8 0.43 -3.72 -2.03  -0.01
C9 2.51 -2.47 -1.42  -0.21
C10 2.93 -2.63 -2.86  -0.03
C11 3.37 -1.86 -0.49  -0.25
C12 4.71 -1.31 -0.94  -0.01
H1 4.86 -2.00 2.00  0.11
H2 3.59 -1.16 2.87  0.07
H3 4.45 -0.35 1.57  0.08
H4 2.05 -3.31 3.23  0.12
H5 0.44 -2.66 2.97  0.07
H6 1.77 -1.58 3.32  0.07
H7 -0.21 -4.40 1.49  0.12
H8 -1.06 -3.83 0.06  0.04
H9 -0.95 -2.80 1.46  0.08
H10 -0.03 -3.00 -2.72  0.09
H11 -0.37 -4.31 -1.60  0.08
H12 1.04 -4.40 -2.63  0.10
H13 3.41 -3.60 -3.00  0.12
H14 3.64 -1.87 -3.19  0.07
H15 2.08 -2.61 -3.54  0.07
H16 5.12 -0.58 -0.25  0.07
H17 4.65 -0.82 -1.91  0.07
H18 5.44 -2.12 -1.03  0.11
N1 0.52 2.48 0.09  0.00
C13 1.81 3.09 0.29  -0.28
C14 2.11 3.67 1.51  -0.02
C15 3.36 4.25 1.71  -0.05
C16 4.30 4.24 0.69  -0.05
C17 4.00 3.64 -0.53  -0.01
C18 2.76 3.04 -0.74  -0.15
C19 2.46 2.39 -2.05  -0.20
C20 2.73 3.05 -3.26  0.00
C21 2.50 2.44 -4.49  -0.03
C22 2.00 1.15 -4.56  -0.04
C23 1.72 0.45 -3.39  -0.10
C24 1.95 1.11 -2.20  -0.13
H19 -0.12 2.70 0.85  0.04
H20 0.09 2.78 -0.78  0.12
H21 1.37 3.68 2.30  0.10
H22 3.60 4.70 2.66  0.12
H23 5.27 4.70 0.83  0.12
H24 4.74 3.61 -1.32  0.13
H25 3.12 4.06 -3.21  0.13
H26 2.72 2.99 -5.40  0.12
H27 1.81 0.67 -5.51  0.12
H28 1.32 -0.56 -3.43  0.09
O1 -1.71 0.64 0.39  -0.14
C25 -2.69 -0.04 -0.34  -0.27
C26 -1.84 -0.50 -1.88  -0.48
O2 -2.53 -0.59 -2.85  0.19
O3 -0.64 -0.71 -1.61  -0.12
C27 -3.11 -1.37 0.28  -0.16
C28 -3.53 -1.34 1.61  -0.03
C29 -3.93 -2.51 2.24  -0.04
C30 -3.94 -3.71 1.54  -0.05
C31 -3.55 -3.74 0.22  -0.06
C32 -3.13 -2.57 -0.42  -0.05
C33 -3.75 0.86 -0.75  -0.11
C34 -4.92 0.35 -1.38  0.03
C35 -5.94 1.20 -1.72  -0.02
C36 -5.81 2.58 -1.48  0.01
C37 -4.65 3.10 -0.89  -0.03
C38 -3.63 2.26 -0.54  0.02
H29 -1.68 0.31 1.31  -0.03
H30 -3.57 -0.40 2.15  0.11
H31 -4.26 -2.47 3.28  0.12
H32 -4.27 -4.62 2.03  0.12
H33 -3.58 -4.67 -0.34  0.12
H34 -2.82 -2.62 -1.46  0.12
H35 -5.01 -0.71 -1.58  0.13
H36 -6.84 0.81 -2.17  0.13
H37 -6.61 3.25 -1.77  0.12
H38 -4.57 4.17 -0.70  0.12
H39 -2.73 2.65 -0.08  0.10
C39 -2.03 3.40 3.16  -0.43
Te1 -1.02 1.57 3.57  1.19
C40 -1.98 1.24 5.44  -0.43
H40 -3.10 3.25 3.18  0.01
H41 -1.73 3.76 2.16  -0.01
H42 -1.74 4.14 3.90  0.01
H43 -1.71 2.06 6.11  0.01
H44 -1.60 0.30 5.84  0.00
H45 -3.05 1.19 5.29  0.01



Computed, not measured: a cluster of 3 separate species, C40H46F2N4O3S2Si in total at a distorted geometry, with the ωB97M-V functional and the def2-TZVPD basis.

Summary:
net charge	0
electronic energy	-89311.3431	eV
SMILES	C#CCc1c(S)cc(CN)c2c1N(CCOC(=O)CC)c1cc(C(F)(F)CC[Si](C)(C)c3ccccc3)cc(O)c1S2.c1cc[nH]c1.c1cc[nH]c1
molecular weight	761.05	u
E_HOMO	-7.997	eV

Each line ends with the Löwdin charge.
Atoms and positions in Å:
C1 1.25 -2.51 5.00  0.10
C2 0.40 -2.18 4.22  -0.17
C3 -0.80 -1.84 3.43  -0.15
C4 -1.13 -2.84 2.33  -0.16
C5 -1.35 -4.19 2.58  -0.52
S1 -1.32 -4.89 4.24  0.80
C6 -1.63 -5.09 1.55  -0.07
C7 -1.72 -4.66 0.23  -0.23
C8 -2.01 -5.69 -0.84  -0.23
N1 -1.01 -5.64 -1.93  -0.01
C9 -1.56 -3.29 0.00  -0.35
C10 -1.26 -2.38 1.00  -0.18
N2 -1.07 -0.98 0.79  -0.04
C11 -2.26 -0.18 1.15  -0.10
C12 -3.16 0.19 -0.03  -0.14
O1 -4.29 0.89 0.54  -0.02
C13 -5.41 0.85 -0.26  -0.49
O2 -5.92 1.89 -0.55  0.13
C14 -6.03 -0.46 -0.69  -0.14
C15 -6.16 -1.48 0.45  -0.07
C16 -0.50 -0.61 -0.46  -0.23
C17 0.36 0.50 -0.47  0.05
C18 0.94 0.88 -1.67  -0.12
C19 1.89 2.06 -1.71  -0.49
F1 1.48 2.91 -2.70  0.07
F2 1.80 2.76 -0.55  0.09
C20 3.34 1.66 -2.00  -0.13
C21 4.36 2.67 -1.42  -0.22
Si1 5.38 2.07 0.04  0.59
C22 6.17 3.62 0.79  -0.18
C23 6.78 0.92 -0.47  -0.17
C24 4.35 1.25 1.40  -0.23
C25 4.59 1.63 2.72  -0.10
C26 3.89 1.06 3.78  -0.08
C27 2.93 0.08 3.56  -0.08
C28 2.67 -0.30 2.24  -0.08
C29 3.37 0.26 1.19  -0.10
C30 0.71 0.19 -2.85  0.05
C31 -0.14 -0.90 -2.85  -0.31
O3 -0.38 -1.62 -3.98  0.05
C32 -0.73 -1.28 -1.65  -0.35
S2 -1.82 -2.69 -1.67  1.09
H1 2.07 -2.78 5.62  0.04
H2 -1.68 -1.74 4.08  0.13
H3 -0.61 -0.86 3.00  0.10
H4 -0.30 -5.75 4.06  -0.11
H5 -1.78 -6.14 1.77  0.10
H6 -3.03 -5.58 -1.23  0.12
H7 -1.95 -6.67 -0.38  0.11
H8 -0.36 -6.41 -1.83  0.07
H9 -1.47 -5.72 -2.82  0.06
H10 -1.92 0.75 1.63  0.13
H11 -2.86 -0.73 1.87  0.13
H12 -3.46 -0.69 -0.59  0.09
H13 -2.67 0.90 -0.70  0.14
H14 -5.39 -0.90 -1.47  0.11
H15 -6.99 -0.21 -1.12  0.12
H16 -6.76 -2.31 0.09  0.08
H17 -6.64 -1.06 1.33  0.08
H18 -5.18 -1.90 0.70  0.07
H19 0.55 1.01 0.46  0.13
H20 3.53 0.63 -1.71  0.11
H21 3.43 1.69 -3.09  0.09
H22 3.90 3.62 -1.16  0.08
H23 5.07 2.90 -2.22  0.08
H24 5.35 4.26 1.12  0.04
H25 6.67 4.15 -0.02  0.03
H26 6.84 3.40 1.62  0.03
H27 7.56 0.99 0.30  0.03
H28 6.49 -0.13 -0.50  0.03
H29 7.25 1.21 -1.41  0.03
H30 5.33 2.37 2.98  0.09
H31 4.11 1.37 4.80  0.10
H32 2.39 -0.35 4.39  0.07
H33 1.92 -1.07 2.09  0.09
H34 3.15 -0.08 0.19  0.09
H35 1.21 0.51 -3.77  0.13
H36 -0.17 -1.08 -4.75  0.11
C33 3.68 3.75 -6.81  -0.11
C34 3.49 2.87 -5.71  -0.11
C35 4.35 1.82 -5.88  -0.15
N3 5.06 2.04 -7.03  0.00
C36 4.66 3.22 -7.60  -0.14
H37 3.16 4.68 -6.99  0.09
H38 2.79 2.99 -4.90  0.07
H39 4.53 0.94 -5.28  0.10
H40 5.76 1.43 -7.40  0.14
H41 5.10 3.57 -8.52  0.11
C37 -8.27 2.17 4.14  -0.12
C38 -7.16 2.36 5.02  -0.12
C39 -6.03 2.40 4.25  -0.14
N4 -6.41 2.23 2.94  0.02
C40 -7.77 2.10 2.87  -0.14
H42 -9.31 2.10 4.41  0.09
H43 -7.20 2.46 6.09  0.09
H44 -5.00 2.52 4.51  0.10
H45 -5.78 2.21 2.16  0.12
H46 -8.26 1.97 1.92  0.11



net charge of number 3 (C40H45N4O4RbSSb2)? -2



What is the formula in the fifth record? C40H46F2N4O3S2Si



What is the net charge in the second record? +1